(1)
Density functional theory data (the ωB97M-V functional and the def2-TZVPD basis) for a molecular structure, C15H13BBrN7O2Rh.

Gap between HOMO and LUMO, hartree: 0.28714
HOMO level, eV: -12.66
Energy above the lowest of the compared OMol25 structures with the same formula, charge and spin, kcal per mole: 0.00
Net charge: +1
LUMO level, hartree: -0.178

Last column: Mulliken charge in e.
Atoms and positions in Å:
Rh  0.067210  -0.466752  -0.540732  0.291
C  4.257268  -1.031818  -0.926624  -1.150
C  2.952952  -1.470712  -1.143435  -0.182
N  2.110793  -0.667826  -0.497768  0.256
N  2.829762  0.291917  0.120292  -0.088
C  4.131256  0.086007  -0.121825  -0.037
B  2.108096  1.348750  0.967778  -0.018
N  1.212582  2.150416  0.010609  0.292
C  1.161661  3.465026  -0.229589  -0.123
C  0.243755  3.690774  -1.241975  -0.981
C  -0.236261  2.430026  -1.574253  -0.497
N  0.375707  1.516216  -0.819736  0.102
N  1.169960  0.591730  1.922755  0.006
C  1.156970  0.543334  3.260461  -0.081
C  0.139080  -0.304218  3.661427  -1.157
C  -0.440614  -0.753216  2.479202  -0.286
N  0.200695  -0.205321  1.450082  0.432
H  5.164910  -1.472390  -1.297744  0.415
H  2.587504  -2.315370  -1.704322  0.562
H  4.876845  0.746439  0.288108  0.468
H  2.851633  2.065975  1.560971  -0.036
H  1.780956  4.153282  0.320357  0.466
H  -0.033113  4.634714  -1.675803  0.435
H  -0.962617  2.139840  -2.315538  0.510
H  1.866062  1.108698  3.840918  0.466
H  -0.146239  -0.561302  4.665545  0.424
H  -1.263883  -1.431668  2.327568  0.535
Br  -2.662225  1.522728  0.630091  -0.024
C  -3.082017  -0.097824  -0.225358  0.273
C  -4.406426  -0.458680  -0.389451  -0.716
C  -4.688484  -1.663200  -1.013019  -0.303
C  -3.654086  -2.471382  -1.451070  -0.625
C  -2.362538  -2.039302  -1.251844  0.598
N  -2.075715  -0.873568  -0.648914  0.188
C  -1.161944  -2.851414  -1.683195  0.354
O  -1.300198  -3.979705  -2.051477  -0.550
O  -0.043037  -2.170130  -1.589012  -0.634
H  -5.188671  0.194814  -0.033815  0.449
H  -5.717073  -1.971131  -1.146250  0.442
H  -3.820535  -3.423762  -1.933433  0.523

Atoms 1-2, force components in eV/Å:
0.2604 -1.5490 -0.3863
-0.0285 0.0065 0.0312

=====

(2)
Density functional theory data (the ωB97M-V functional and the def2-TZVPD basis) for a molecular structure, C15H13BF2O3Re.

Spin multiplicity: 2
Gap between HOMO and LUMO (alpha / beta), hartree: 0.31594 / 0.28318
Expectation value of S²: 0.759
HOMO level (alpha / beta), eV: -8.68 / -8.41
Energy above the lowest of the compared OMol25 structures with the same formula, charge and spin, kcal per mole: 0.42
LUMO level (alpha / beta), hartree: -0.003 / -0.026

Last column: Mulliken charge in e.
Atoms and positions in Å:
Re  -3.019921  -1.002313  0.687379  0.794
O  -0.779520  -0.966881  0.397463  -0.701
C  -0.181545  0.291039  -0.003796  3.075
C  -1.344754  1.246294  -0.269852  0.183
O  -1.155278  2.359926  -0.667986  -0.583
O  -2.550597  0.771651  0.009133  -0.834
C  0.619558  0.852980  1.163090  -1.047
C  1.339843  2.029205  0.975190  -0.056
C  2.058330  2.577301  2.022721  -0.922
C  2.064495  1.962212  3.267876  -0.334
C  1.346179  0.792130  3.457534  -0.925
C  0.624588  0.238328  2.407856  -0.101
C  0.649897  0.034831  -1.245768  -0.526
C  1.977561  -0.364266  -1.109126  -0.283
C  2.719360  -0.715834  -2.225994  -0.856
C  2.139773  -0.672880  -3.485838  -0.333
C  0.815669  -0.285639  -3.626942  -1.002
C  0.070605  0.064987  -2.511730  0.019
H  -0.517295  -1.640729  -0.241007  0.446
H  1.324528  2.514377  0.007871  0.439
H  2.615109  3.492455  1.867412  0.386
H  2.626630  2.394837  4.085179  0.403
H  1.342547  0.304876  4.423850  0.411
H  0.069586  -0.676126  2.562426  0.422
H  2.432852  -0.388883  -0.126961  0.417
H  3.751473  -1.019820  -2.110406  0.393
H  2.720368  -0.942431  -4.358721  0.399
H  0.359162  -0.254362  -4.607293  0.396
H  -0.962140  0.362875  -2.633407  0.425
C  -4.427360  -1.527936  1.693433  -0.302
H  -3.947678  -2.546851  1.780013  0.136
H  -5.335968  -1.384822  2.256589  0.411
F  -2.360824  -2.082876  -1.939256  -0.191
B  -3.168363  -2.362244  -0.883418  0.084
F  -3.916859  -3.455409  -1.017521  -0.243

Atoms 1-2, force components in eV/Å:
0.3639 0.2709 -0.1312
-0.0006 -0.3648 0.0797

=====

(3)
Density functional theory data (the ωB97M-V functional and the def2-TZVPD basis) for a molecular structure, C15H13Br9N2O4.

Gap between HOMO and LUMO, hartree: 0.34395
HOMO level, eV: -10.08
Energy above the lowest of the compared OMol25 structures with the same formula, charge and spin, kcal per mole: 17.46
LUMO level, hartree: -0.026

Last column: Mulliken charge in e.
Atoms and positions in Å:
C  1.112194  -2.145609  2.541483  -0.336
C  1.645997  -1.148378  1.703822  0.218
C  2.991529  -1.038552  1.475849  -0.517
C  3.891142  -1.969433  2.006223  0.146
C  3.432072  -2.939886  2.873509  -0.505
C  2.061438  -2.925583  3.176271  -0.566
N  5.307949  -1.834638  1.686533  1.013
O  5.664574  -1.023455  0.870155  -0.606
O  6.055268  -2.624477  2.221388  -0.599
H  0.064906  -2.242947  2.771271  0.747
H  1.013056  -0.412843  1.212324  -0.003
H  3.391325  -0.267950  0.830282  0.457
H  4.001106  -3.750409  3.299829  0.454
H  1.683670  -3.772732  3.737922  0.111
C  0.333751  3.726075  -2.127309  -0.780
C  1.506498  3.971152  -2.850629  -0.360
C  1.568750  3.711542  -4.218727  -0.359
C  0.483481  3.151124  -4.847251  -0.053
C  -0.673927  2.830710  -4.138222  -0.261
C  -0.738154  3.140311  -2.788437  -0.307
N  0.567301  2.883552  -6.293764  0.999
O  -0.438042  2.562819  -6.865467  -0.601
O  1.658831  2.976421  -6.797481  -0.594
H  0.349656  4.080677  -1.105327  0.488
H  2.397546  4.350314  -2.370245  0.383
H  2.538524  3.835296  -4.676940  0.425
H  -1.634976  2.695300  -4.615520  0.401
H  -1.699167  3.044043  -2.303338  0.590
C  -1.939977  -4.280062  1.728753  -0.386
Br  -2.707698  -2.588033  2.353142  -0.014
Br  -0.817545  -5.012418  3.070995  0.011
Br  -0.910297  -3.991374  0.086886  -0.028
H  -2.779128  -4.913488  1.479723  0.456
C  -2.020166  -0.304106  -0.284272  0.519
Br  -3.514485  0.247010  0.842826  0.091
Br  -0.613232  1.069015  -0.285293  -0.010
Br  -2.624128  -0.785381  -2.053454  0.002
H  -1.513646  -1.178077  0.104717  -0.559
C  -5.800617  0.482823  3.576152  -0.336
Br  -7.635637  0.495782  4.297419  -0.043
Br  -4.570049  -0.365615  4.806110  0.012
Br  -5.289466  2.333131  3.219843  -0.006
H  -5.800224  -0.071651  2.648247  0.306

Atoms 1-2, force components in eV/Å:
1.8067 1.1671 -0.0348
-1.1895 0.2099 0.0505

=====

(4)
Density functional theory data (the ωB97M-V functional and the def2-TZVPD basis) for a molecular structure, C15H13BrN4O2PtS.

Gap between HOMO and LUMO, hartree: 0.25165
HOMO level, eV: -7.72
Energy above the lowest of the compared OMol25 structures with the same formula, charge and spin, kcal per mole: 34.65
LUMO level, hartree: -0.032

Last column: Mulliken charge in e.
Atoms and positions in Å:
Pt  0.163008  0.402800  0.401550  1.114
C  -1.319329  -1.095032  4.060673  -1.455
C  -1.102232  -0.757828  2.625386  0.687
N  0.066058  -0.684439  2.079842  0.228
N  1.182472  -0.928755  2.830579  -1.067
C  2.280530  -0.631041  2.184540  0.617
N  3.446104  -0.791121  2.841778  -0.406
S  2.376801  -0.132610  0.515570  -0.396
C  -2.219679  -0.349304  1.758196  0.522
C  -3.539480  -0.303187  2.173355  -0.517
C  -4.506043  0.135974  1.283165  -0.453
C  -4.136199  0.508502  0.000097  -0.610
C  -2.801374  0.425936  -0.349098  -0.125
N  -1.874672  0.011025  0.513117  -0.336
H  -0.375856  -1.379728  4.511925  0.390
H  -2.034495  -1.912746  4.169352  0.373
H  -1.708009  -0.220489  4.589344  0.332
H  3.424422  -0.972161  3.829593  0.237
H  4.291130  -0.455267  2.419335  0.198
H  -3.800937  -0.608269  3.176735  0.371
H  -5.542367  0.190825  1.592005  0.418
H  -4.860902  0.866184  -0.717426  0.401
H  -2.447393  0.702462  -1.332855  0.420
Br  -0.505748  9.265314  0.397047  -0.204
C  -0.487848  7.381139  0.604947  0.136
C  -0.832008  6.832394  1.830643  -0.461
C  -0.788912  5.453873  1.983702  -0.329
C  -0.426052  4.635053  0.921291  0.123
C  -0.105549  5.206341  -0.303108  -0.342
C  -0.125912  6.585777  -0.467622  -0.491
C  -0.300918  3.142718  1.134008  0.670
O  -0.132372  2.703374  2.262215  -0.676
O  -0.404562  2.457687  0.035105  -0.988
H  -1.117852  7.474745  2.652247  0.414
H  -1.023197  4.994073  2.935368  0.412
H  0.172125  4.560673  -1.125500  0.382
H  0.139750  7.036610  -1.414002  0.414

Atoms 1-2, force components in eV/Å:
-0.8001 -0.5282 1.0480
0.0302 0.0112 0.0125

=====

(5)
Density functional theory data (the ωB97M-V functional and the def2-TZVPD basis) for a molecular structure, C15H13Cl2NO4S.

Gap between HOMO and LUMO, hartree: 0.32350
HOMO level, eV: -9.31
Energy above the lowest of the compared OMol25 structures with the same formula, charge and spin, kcal per mole: 165.39
LUMO level, hartree: -0.019

Last column: Mulliken charge in e.
Atoms and positions in Å:
O  0.923330  3.077124  1.241049  -0.557
C  0.125998  2.965666  0.361187  0.589
O  -0.434971  4.095032  -0.275732  -0.435
H  -0.084632  4.801530  -0.051999  0.304
C  -0.639285  1.460911  -0.148826  -0.821
N  0.288279  0.513610  0.195501  -0.097
S  1.232561  0.486128  -1.071152  1.409
O  1.747670  1.972657  -1.625256  -0.726
O  0.519461  -0.024654  -2.355701  -0.720
C  2.722810  -0.451205  -0.710515  0.328
C  3.757625  0.399623  -0.172912  -0.913
C  4.758703  -0.489433  0.155714  -0.430
C  4.770820  -2.150626  0.075550  0.391
C  3.628310  -2.485794  -0.287268  -0.348
C  2.555884  -1.796100  -0.900174  -0.347
H  1.596136  -2.237710  -1.060942  0.419
H  3.577804  -3.811366  -0.318971  0.078
Cl  6.009738  -3.005469  0.826192  -0.161
H  5.863765  -0.030143  0.592315  0.146
H  3.835456  1.324673  -0.046869  0.715
H  0.861563  0.792591  0.873825  0.418
C  -1.990839  1.475389  1.065987  -1.646
C  -2.711911  0.295566  0.586525  0.775
C  -2.415666  -0.660070  -0.299567  0.318
C  -3.167381  -1.621363  -1.014500  -0.871
C  -4.254689  -1.965112  -0.075096  0.513
C  -4.697754  -1.295371  0.939724  -0.770
C  -3.853435  0.126710  1.197943  -0.449
H  -4.258234  0.614815  2.124697  0.323
H  -5.590152  -1.307157  1.560271  0.373
Cl  -5.341792  -3.226825  -0.487697  -0.227
H  -2.916932  -2.503126  -1.682681  0.322
H  -1.409244  -0.538693  -1.011267  0.206
H  -1.534085  1.124051  1.913371  0.436
H  -2.540742  2.203794  0.893486  0.857
H  -0.934169  1.870339  -1.006214  0.597

Atoms 1-2, force components in eV/Å:
0.1025 -0.6410 -0.1022
-1.8043 0.5366 -1.1641

=====

(6)
Density functional theory data (the ωB97M-V functional and the def2-TZVPD basis) for a single C15H13F3N2O3S molecule.

Gap between HOMO and LUMO, hartree: 0.32969
HOMO level, eV: -8.95
SMILES: O=C(CSc1cccc(C(F)(F)F)c1)NC(=O)NCc1ccco1
LUMO level, hartree: 0.001

Last column: Mulliken charge in e.
Atoms and positions in Å:
O  -0.008111  -2.219982  1.140701  -0.513
C  0.729641  -1.411387  1.154112  0.649
C  2.129036  -1.354482  0.227732  -0.799
S  2.620215  0.083241  -0.663660  -0.137
C  1.372963  0.355982  -1.942550  0.605
C  0.178453  -0.502427  -2.106910  -0.068
C  -0.590218  -0.542394  -3.068376  -0.700
C  -0.720969  0.597932  -4.063305  -0.731
C  0.564284  1.336012  -3.849623  0.340
C  0.794400  2.494132  -4.867968  0.791
F  -0.051395  3.625382  -4.612500  -0.298
F  1.986166  2.914557  -5.065210  -0.276
F  0.533536  2.134246  -6.059991  -0.265
C  1.588620  0.950942  -2.969157  -0.572
N  0.680333  -0.294822  1.832737  -0.102
C  -0.429152  0.180904  2.630789  0.424
O  -0.484770  1.196891  3.063519  -0.497
N  -1.435784  -0.573320  2.701388  0.014
C  -2.425739  -0.573060  3.657351  -0.867
C  -2.411767  -1.637213  4.651045  0.495
C  -3.333568  -2.627878  4.944124  -0.477
C  -2.554349  -3.371535  6.001493  -0.272
C  -1.539161  -2.775626  6.284356  -0.360
O  -1.628598  -1.673113  5.582107  -0.249
H  1.977588  -2.356488  -0.576793  0.295
H  3.045175  -1.472297  0.848179  0.427
H  -0.039308  -1.371129  -1.314348  0.008
H  -1.490814  -1.187397  -3.186131  0.342
H  -1.281359  0.600595  -4.936815  0.452
H  2.299881  1.693557  -2.851685  0.383
H  1.419424  0.395849  1.646785  0.275
H  -1.376653  -1.341490  2.236683  0.141
H  -3.551910  -0.357208  3.250988  0.260
H  -2.255703  0.598074  4.195168  0.335
H  -4.148675  -2.692257  4.339817  0.475
H  -3.209302  -4.349534  6.379423  0.203
H  -0.843429  -2.887820  7.233714  0.267

Atoms 1-2, force components in eV/Å:
-8.3837 -10.3902 -0.6132
10.5589 8.3230 -2.3296